No. 1
Computed, not measured: an isolated ion of composition C2H4ClO and charge +1 in a non-equilibrium geometry, with ωB97M-V/def2-TZVPD.

Geometry (Å):
1 Cl 0.900 0.756 -1.668
2 O -0.205 -0.650 0.478
3 C -0.794 -0.109 -0.710
4 C 0.665 -0.080 1.098
5 H -0.942 -0.947 -1.390
6 H 1.165 -0.482 2.023
7 H -1.782 0.522 -0.746
8 H 0.993 0.991 0.915

Values from the calculation:
Strongest force on any atom, Eh/bohr: 0.095
Energy relative to the best compared isomer or geometry (same formula, charge and spin), eV: 1.4785
Frontier orbital gap, Eh: 0.337
Spin multiplicity: 1
Calculated total energy, eV: -16697.58042
Total charge: +1


No. 2
Computed, not measured: a 5-piece molecular cluster, C37H40F10IN2S2 overall in a non-equilibrium geometry, with ωB97M-V/def2-TZVPD.

Geometry (Å):
1 I 2.738 -1.156 1.837
2 S 3.566 4.494 -2.355
3 S -2.182 1.185 -0.783
4 F 3.931 4.232 -3.936
5 F 3.115 4.791 -0.825
6 F 4.896 5.401 -2.266
7 F 3.720 1.851 -2.318
8 F 2.755 5.819 -2.806
9 F 2.185 3.624 -2.607
10 F 6.020 1.830 -0.514
11 F 1.347 -0.903 -1.304
12 F 5.641 3.914 0.010
13 F 5.590 2.868 -2.727
14 N -0.745 2.232 1.312
15 N 0.129 2.449 2.259
16 C -0.176 5.558 4.072
17 C 4.995 2.786 -0.441
18 C 1.224 0.307 1.555
19 C 4.476 2.912 -1.923
20 C 3.953 -7.539 -1.527
21 C -3.333 -6.856 0.493
22 C -5.781 3.378 -5.353
23 C -6.512 2.008 -3.514
24 C 0.005 -2.445 0.146
25 C -4.512 -6.691 1.208
26 C -0.821 1.218 0.416
27 C 3.532 2.240 3.094
28 C 2.700 -7.036 -3.519
29 C 3.958 2.194 0.563
30 C -0.911 6.542 6.141
31 C -0.788 4.361 4.423
32 C 0.843 -3.451 -0.782
33 C -0.241 6.650 4.929
34 C 3.553 3.113 1.778
35 C 0.210 0.159 0.495
36 C 1.552 -7.410 -1.436
37 C -4.457 3.131 -5.012
38 C 0.174 -1.018 -0.510
39 C 1.081 1.536 2.412
40 C -4.869 -4.568 0.133
41 C -1.519 5.343 6.496
42 C 1.517 -7.121 -2.795
43 C -5.281 -5.548 1.027
44 C -5.189 1.765 -3.169
45 C -3.685 -4.729 -0.576
46 C -2.918 -5.874 -0.397
47 C -6.808 2.813 -4.607
48 C -1.461 4.254 5.635
49 C -4.161 2.323 -3.921
50 C 2.104 1.738 3.552
51 C 2.771 -7.616 -0.801
52 C 3.918 -7.247 -2.885
53 H -6.203 -5.421 1.583
54 H -2.063 2.412 -1.404
55 H -3.359 -3.963 -1.272
56 H -3.127 2.129 -3.657
57 H 4.323 1.202 0.931
58 H -5.470 -3.678 -0.011
59 H 4.903 -7.707 -1.033
60 H -1.492 2.935 1.227
61 H -0.959 7.392 6.811
62 H 3.009 1.952 0.005
63 H -1.995 -6.001 -0.952
64 H 2.253 0.745 4.060
65 H 1.664 2.431 4.308
66 H 0.737 -3.216 -1.872
67 H -4.833 -7.454 1.907
68 H -2.737 -7.751 0.630
69 H -1.070 -2.741 0.012
70 H -0.669 -0.916 -1.242
71 H 2.672 -6.805 -4.577
72 H -7.313 1.569 -2.931
73 H 4.840 -7.184 -3.449
74 H 3.910 2.904 3.918
75 H 0.629 -7.475 -0.871
76 H -3.657 3.569 -5.596
77 H -1.941 3.321 5.909
78 H 4.226 3.976 1.972
79 H -2.039 5.259 7.443
80 H -7.840 3.000 -4.877
81 H 0.501 -4.513 -0.681
82 H 2.799 -7.838 0.259
83 H 0.566 -6.962 -3.291
84 H 2.549 3.555 1.528
85 H 0.353 5.641 3.128
86 H 1.913 -3.323 -0.473
87 H -4.958 1.140 -2.313
88 H -0.739 3.512 3.749
89 H 0.304 -2.482 1.216
90 H 4.247 1.377 3.078
91 H 0.230 7.585 4.652
92 H -6.012 4.009 -6.202

Values from the calculation:
Strongest force on any atom, Eh/bohr: 0.069
Energy relative to the best compared isomer or geometry (same formula, charge and spin), eV: 1.8587
Frontier orbital gap, Eh: 0.215
Spin multiplicity: 1
Calculated total energy, eV: -98933.05133
Total charge: +1


No. 3
Computed, not measured: C4H7N3O as an isolated structure in a non-equilibrium geometry, with ωB97M-V/def2-TZVPD.

Geometry (Å):
1 O 1.546 0.449 1.112
2 N 1.004 2.313 -0.965
3 N -0.179 -0.307 -0.229
4 N 0.164 1.507 -1.828
5 C 0.599 -0.268 0.853
6 C -1.148 -1.188 0.371
7 C -0.239 -1.311 1.535
8 C -0.385 0.451 -1.403
9 H -2.155 -0.706 0.475
10 H 0.297 -2.301 1.723
11 H -0.596 -0.974 2.519
12 H 1.652 2.886 -1.547
13 H 1.611 1.784 -0.347
14 H -1.138 -2.135 -0.197
15 H -1.035 -0.202 -2.071

Values from the calculation:
Strongest force on any atom, Eh/bohr: 0.072
Energy relative to the best compared isomer or geometry (same formula, charge and spin), eV: 2.4292
Frontier orbital gap, Eh: 0.353
Spin multiplicity: 1
Calculated total energy, eV: -10777.31815


No. 4
Computed, not measured: C17H21BeClFN3O2S as an isolated structure in a non-equilibrium geometry, with ωB97M-V/def2-TZVPD.

Geometry (Å):
1 Cl 1.178 5.142 -1.117
2 S -3.678 -2.860 -3.259
3 F -3.740 -3.661 -0.360
4 O 1.125 0.269 -2.388
5 O 0.458 -1.400 2.361
6 N -1.119 -3.693 2.628
7 N -0.083 -1.641 -4.218
8 N 1.032 1.355 2.267
9 C -2.738 -2.778 -0.527
10 C 1.464 2.500 -0.489
11 C -1.496 -1.358 -2.247
12 C 0.712 0.591 1.105
13 C 3.431 0.511 1.813
14 C 2.352 1.044 2.849
15 C -0.635 -0.888 -1.129
16 C -0.598 3.771 0.526
17 C 0.311 3.565 -0.748
18 C -1.891 -2.335 0.609
19 C 0.498 0.151 -1.363
20 C -2.559 -2.298 -1.921
21 C -2.209 -2.882 2.035
22 C 0.106 -0.838 1.357
23 C -0.841 -1.391 0.276
24 C 0.884 1.083 -0.173
25 C -1.242 -0.842 -3.705
26 Be 5.105 1.611 0.832
27 H -0.939 2.780 0.939
28 H -2.587 -2.075 2.728
29 H 0.426 -1.958 -3.383
30 H -3.086 -3.580 1.910
31 H 0.993 2.358 2.082
32 H 3.538 1.261 0.938
33 H 3.218 -0.491 1.368
34 H 4.429 0.475 2.360
35 H -1.565 -4.501 3.078
36 H 2.187 2.472 -1.355
37 H 0.560 -1.047 -4.746
38 H 2.751 2.018 3.254
39 H -2.114 -1.026 -4.379
40 H -0.993 0.258 -3.687
41 H -0.725 -3.178 3.424
42 H -0.098 4.405 1.305
43 H -4.434 -1.718 -3.467
44 H 2.067 2.836 0.407
45 H 2.323 0.309 3.698
46 H -1.502 4.344 0.182
47 H -0.276 3.334 -1.672

Values from the calculation:
Strongest force on any atom, Eh/bohr: 0.039
Frontier orbital gap, Eh: 0.075
Spin multiplicity: 1
Calculated total energy, eV: -52985.86385
Total charge: +2